The following is a DFT calculation (wB97M-V/def2-TZVPD) of 9 unconnected molecules or ions with the total composition C61H119N5O13 at a distorted geometry.

Its HOMO energy is -7.844 eV. The SMILES is CC1(C)CCCC(C)(C)N1O.CC1(C)CCCC(C)(C)N1O.CC1(C)CCCC(C)(C)N1O.CC1(C)CCCC(C)(C)N1O.CC1(C)CCCC(C)(C)N1O.O=C1CCCO1.O=C1CCCO1.O=C1CCCO1.O=C1CCCO1. For the relative energy (zero: lowest compared OMol25 entry of this formula, charge and spin), the calculation gives 5.8726 eV. The value obtained for the LUMO energy is 0.12 eV. The HOMO-LUMO gap is 7.97 eV. The molar mass is 1130.6 g/mol.

```
198
Properties=species:S:1:pos:R:3:forces:R:3
C -4.36997 -4.03673 3.63621 0.02 -0.66 -1.08
C -3.11047 -3.36477 4.21496 -1.29 -0.05 0.92
C -3.37673 -3.17674 5.70348 0.46 -0.04 0.70
C -3.24678 -4.40425 6.59131 0.03 0.37 0.15
C -1.90204 -5.09185 6.46388 -0.89 1.25 -0.76
C -1.56008 -5.34501 4.96200 0.66 -0.55 1.37
N -1.88715 -4.17376 4.09637 0.28 1.39 0.63
O -1.57298 -4.37085 2.71886 -0.07 -0.30 0.68
C -0.00195 -5.57848 5.04624 -1.41 0.00 -0.86
C -2.31640 -6.55568 4.48570 -0.41 -0.51 -0.82
C -3.03983 -1.92074 3.61059 1.27 -1.25 -0.65
H -5.26234 -3.42159 3.52056 0.15 0.52 0.49
H -4.68111 -4.93635 4.16722 0.13 0.08 0.14
H -4.17460 -4.34071 2.60785 0.25 -0.23 -0.13
H -2.64113 -2.48492 6.11381 0.02 0.46 -0.14
H -4.37600 -2.75868 5.82511 0.03 0.22 -0.01
H -4.06431 -5.10532 6.42326 -0.05 -0.08 0.09
H -3.26830 -4.04722 7.62095 -0.60 -0.09 0.16
H -1.99125 -5.93809 7.14508 0.56 -0.68 -0.71
H -1.12836 -4.45555 6.89359 0.02 0.23 0.00
H 0.37138 -5.93444 4.08603 0.31 0.27 -0.01
H 0.44079 -4.64160 5.38439 0.28 -0.08 -0.31
H 0.19024 -6.35347 5.78823 -0.04 0.00 0.02
H -3.39422 -6.47491 4.62669 0.01 0.23 0.23
H -2.18927 -6.59186 3.40374 0.13 -0.47 -0.07
H -2.03941 -7.50057 4.95321 0.39 0.06 -0.05
H -3.80841 -1.25702 4.00665 0.02 -0.20 0.00
H -3.10306 -2.00509 2.52570 -0.48 0.07 -0.14
H -2.04310 -1.49777 3.73598 0.01 0.14 0.52
H -0.79052 -3.81778 2.65983 0.40 0.12 -0.47
C -0.76913 3.52658 0.04771 -0.84 -0.14 -0.38
C -1.66600 3.62776 1.29317 -1.08 2.84 -0.64
C -1.81378 5.16329 1.64474 -0.19 0.35 -0.88
C -2.92700 5.48971 2.62870 1.19 -0.34 -0.51
C -4.26384 5.01836 2.15837 0.35 -1.50 -0.47
C -4.24645 3.46564 1.81855 1.03 -0.02 0.49
N -3.02281 3.12334 0.95206 0.01 4.42 1.06
O -2.95120 1.80912 0.67048 -0.52 -2.36 -0.75
C -4.13988 2.68328 3.11440 -1.28 -0.44 0.64
C -5.51506 3.08552 1.01584 0.62 0.99 0.20
C -0.93129 3.04253 2.40041 0.69 -1.93 2.97
H -1.28348 4.01756 -0.77842 0.19 0.36 -0.04
H -0.66501 2.49798 -0.29760 0.19 -0.23 0.33
H 0.21745 3.95731 0.21868 -0.09 0.06 0.00
H -0.90166 5.54949 2.09970 0.34 -0.29 -0.23
H -1.93494 5.72156 0.71643 -0.18 0.03 -0.19
H -3.04396 6.55126 2.84674 0.56 0.12 -0.04
H -2.53642 4.99531 3.51815 -0.83 0.05 0.60
H -4.54623 5.53000 1.23827 -0.04 0.29 0.05
H -4.89735 5.33824 2.98567 -0.93 -0.76 -0.32
H -3.95294 1.62501 2.93218 0.50 0.05 -0.02
H -3.49155 3.10580 3.88203 0.33 -0.12 -0.40
H -5.11486 2.67099 3.60160 -0.32 0.12 0.03
H -5.63879 2.03260 0.76260 0.11 -0.01 0.31
H -6.36898 3.47170 1.57243 -0.16 -0.36 0.08
H -5.49526 3.67173 0.09711 0.03 -0.09 -0.24
H -0.11802 3.67154 2.76238 0.83 -0.26 -1.03
H -0.68431 1.99861 2.20720 0.70 0.02 -0.12
H -1.36897 2.96371 3.39555 -1.22 0.03 -0.18
H -3.36930 1.85973 -0.19221 0.13 -1.09 -0.33
C -0.84562 0.08391 -4.53860 -0.33 -1.16 0.22
C -1.57352 1.40470 -4.69226 1.29 1.02 0.62
C -1.10397 2.10420 -5.98103 -0.14 -0.77 -0.33
C -1.70435 1.47330 -7.23029 1.97 0.59 -0.01
C -3.13112 1.54821 -7.08800 -2.12 -0.91 1.12
C -3.73438 0.78117 -5.82955 -0.31 1.36 -1.75
N -3.03021 1.27034 -4.66226 0.87 2.16 -1.38
O -3.54683 0.83026 -3.47015 -0.08 -1.26 1.17
C -5.18570 1.36730 -5.77397 -0.39 -1.28 0.57
C -3.65365 -0.77336 -6.04509 -0.64 1.81 0.17
C -1.01838 2.36753 -3.59264 -0.72 -0.73 1.80
H 0.13663 0.16811 -4.07364 0.22 0.11 -0.49
H -0.83776 -0.45718 -5.48479 0.65 0.15 -0.10
H -1.37749 -0.62475 -3.90376 -0.32 0.22 0.38
H -1.41652 3.14516 -5.89847 0.07 0.13 -0.25
H -0.01562 2.04953 -6.00562 0.07 0.15 0.14
H -1.35542 0.46071 -7.43282 0.28 0.05 -0.03
H -1.54899 2.11716 -8.09597 0.94 -0.22 -0.21
H -3.55198 1.17592 -8.02202 -0.75 0.03 0.20
H -3.31887 2.61395 -6.95747 -0.73 0.00 -0.08
H -5.65878 0.92230 -4.89860 -0.38 0.02 0.02
H -5.33606 2.44451 -5.70252 0.97 0.14 0.27
H -5.80768 1.13646 -6.63882 0.25 -0.60 -0.17
H -4.34696 -0.96575 -6.86388 0.11 -0.50 0.02
H -2.63177 -1.04268 -6.31214 -0.24 -0.20 0.03
H -3.97921 -1.26055 -5.12598 0.07 -0.25 -0.13
H 0.06205 2.50820 -3.56130 0.09 -0.07 -0.86
H -1.16449 1.91644 -2.61118 -0.22 -0.48 0.24
H -1.47588 3.33839 -3.40235 -0.30 0.18 -0.95
H -3.90446 1.60339 -3.02745 -0.07 0.25 -0.12
C 1.31301 -1.64573 7.31832 -0.17 0.84 0.18
C 1.52728 -0.71289 6.10349 -1.17 0.38 -0.67
C 1.46106 0.84550 6.55506 1.70 -1.89 0.94
C 2.83268 1.30134 7.21199 -1.89 0.49 -1.08
C 3.92059 1.04524 6.19854 -0.11 -0.45 0.96
C 4.08545 -0.47165 5.88645 0.86 0.01 0.49
N 2.77745 -0.99514 5.39645 1.21 1.27 -0.74
O 2.83311 -2.33476 4.84328 0.14 1.21 1.01
C 5.18063 -0.44143 4.81148 -1.04 -1.60 -2.52
C 4.68256 -1.25064 7.06827 0.30 0.78 1.16
C 0.41321 -0.90945 4.99414 0.33 0.48 1.15
H 0.54510 -1.22900 7.97005 -0.20 0.08 -0.01
H 2.22901 -1.63381 7.90899 -0.11 -0.43 -0.03
H 0.97760 -2.65576 7.08289 0.41 -0.01 -0.28
H 1.19807 1.46460 5.69736 0.18 0.03 0.01
H 0.71870 0.95616 7.34547 -0.39 -0.16 -0.32
H 2.97003 0.88671 8.21065 0.15 -0.46 -0.20
H 2.70074 2.36920 7.38627 0.25 0.23 0.02
H 4.86752 1.46369 6.53959 0.23 -0.32 0.13
H 3.69643 1.62034 5.30015 -0.18 -0.31 -0.28
H 5.53730 -1.39531 4.42290 0.08 -0.76 0.98
H 4.61702 -0.24096 3.90030 0.15 1.14 -0.32
H 6.09814 0.14485 4.86193 -0.56 0.52 0.69
H 4.88227 -2.30607 6.88311 -0.18 0.13 -0.23
H 5.60843 -0.76023 7.36886 0.60 -0.13 -0.58
H 4.19357 -1.13556 8.03561 -0.83 -0.30 -0.18
H 0.48536 -0.08284 4.28731 0.30 -0.13 -0.31
H -0.58792 -0.80150 5.41152 -0.07 -0.27 0.30
H 0.50299 -1.87187 4.49037 -0.12 0.14 0.10
H 2.56658 -2.10874 3.94914 0.01 -0.50 -0.48
C 5.83650 3.18771 -8.01487 1.06 0.38 0.38
C 4.67681 2.71330 -7.17254 0.10 -2.93 -0.79
C 4.16575 1.48889 -8.09908 -2.42 -0.04 0.59
C 3.25645 0.47259 -7.33069 0.69 0.87 0.58
C 3.97188 -0.08641 -6.12187 0.49 0.80 0.20
C 4.43450 1.00387 -5.07812 0.88 -0.86 -0.87
N 5.11427 2.11992 -5.86076 -0.70 -1.79 -1.50
O 5.74463 3.03360 -5.03132 0.20 0.52 0.20
C 3.23795 1.48557 -4.28578 -0.37 1.45 0.13
C 5.50450 0.35452 -4.12321 -0.32 -0.07 -0.26
C 3.72716 3.86028 -7.01788 -1.00 0.53 0.66
H 6.42040 3.98590 -7.55656 -0.03 0.12 0.23
H 5.44862 3.60318 -8.94494 0.03 -0.20 -0.13
H 6.51075 2.35309 -8.20695 0.05 0.12 -0.17
H 3.52325 1.93742 -8.85679 -0.21 0.43 -0.03
H 4.85750 0.96878 -8.76171 0.88 0.08 0.82
H 2.94267 -0.46620 -7.78710 -0.10 0.52 -1.15
H 2.36389 0.99899 -6.99253 -0.29 0.05 -0.13
H 4.81777 -0.62020 -6.55503 0.41 -0.10 0.46
H 3.27997 -0.82826 -5.72310 0.35 0.08 0.81
H 3.41624 2.54463 -4.09943 0.10 0.15 0.47
H 2.30918 1.51779 -4.85538 -0.09 -0.44 -0.20
H 3.04705 1.01357 -3.32200 0.20 -0.37 -0.14
H 6.47129 0.20837 -4.60492 -0.08 0.09 -0.38
H 5.72409 0.85375 -3.17947 -0.33 0.55 -0.12
H 5.16220 -0.63625 -3.82437 -0.25 -0.06 -0.15
H 3.27382 4.29920 -7.90666 0.46 -0.29 -0.47
H 4.30682 4.64731 -6.53551 -0.24 0.16 0.22
H 2.86220 3.61895 -6.40006 0.09 -0.11 0.33
H 6.65534 2.78106 -5.19991 0.36 0.38 0.48
O 6.07543 1.35480 -0.10245 -3.25 0.94 0.70
C 4.99010 1.76323 0.36354 4.13 1.15 -3.32
O 4.61838 1.42813 1.54379 0.13 -1.33 2.72
C 3.41314 2.06407 1.97640 0.89 -0.02 -0.43
C 3.39436 3.31107 1.12060 -2.53 -0.20 -0.41
C 4.02147 2.86983 -0.22824 0.58 -0.72 1.74
H 3.40556 2.32212 3.03539 0.39 -0.48 0.02
H 2.68516 1.28211 1.76035 -0.77 0.56 0.07
H 3.76227 4.21555 1.60503 0.85 -0.36 -0.15
H 2.32070 3.49796 1.14153 -0.31 0.49 -0.94
H 4.50198 3.69503 -0.75384 0.24 -0.48 -0.04
H 3.37053 2.30877 -0.89875 -0.39 0.34 0.01
O -2.52392 -3.68240 -0.96549 -0.36 0.44 0.19
C -3.47368 -2.95497 -1.03999 -1.52 -0.35 -0.98
O -4.63269 -3.31308 -1.67728 1.10 -1.79 -1.04
C -5.62443 -2.31277 -1.84332 0.42 -0.18 0.99
C -5.15099 -1.23706 -0.86828 -1.59 -0.11 0.46
C -3.68802 -1.53814 -0.62257 0.17 0.29 0.27
H -6.51348 -2.85666 -1.52415 -0.39 0.63 -0.21
H -5.73494 -1.92423 -2.85570 0.35 -0.44 -0.21
H -5.72210 -1.41809 0.04231 0.25 0.03 0.35
H -5.51085 -0.25524 -1.17590 0.77 0.21 -0.18
H -3.47579 -1.48306 0.44515 0.54 0.61 -0.30
H -3.01181 -1.04196 -1.31874 0.15 0.79 0.52
O 3.01252 -2.06626 -3.45527 -0.44 -0.39 0.61
C 2.53328 -2.95712 -2.79561 1.04 -0.46 -0.38
O 1.31562 -3.46200 -3.06620 -0.76 0.79 -0.34
C 0.94144 -4.54038 -2.21647 0.37 -0.76 0.20
C 1.96412 -4.52907 -1.08450 -0.03 -1.23 -0.26
C 3.17124 -3.75714 -1.65149 -0.91 0.54 1.15
H 1.00643 -5.46641 -2.78773 0.27 0.02 -0.26
H -0.09326 -4.53682 -1.87369 -0.03 0.87 -0.11
H 2.17164 -5.58481 -0.91002 0.33 0.10 0.41
H 1.52384 -4.13719 -0.16761 0.33 0.31 -0.06
H 4.04962 -4.34837 -1.91035 -0.34 -0.11 -0.55
H 3.53429 -3.09552 -0.86500 0.05 0.38 -0.27
O 0.99181 -2.25393 1.97940 0.20 0.47 -2.34
C 0.79443 -1.65988 0.91534 -1.59 0.43 3.29
O 1.76835 -1.17106 0.14091 -0.22 -0.07 -0.33
C 1.20393 -0.33474 -0.90117 -0.71 0.11 -0.72
C -0.30168 -0.69673 -0.92749 -0.59 -0.21 0.21
C -0.62024 -1.07874 0.51088 2.26 -0.73 0.12
H 1.70721 -0.52433 -1.84926 -0.02 -0.53 0.10
H 1.42214 0.72013 -0.73465 -0.19 0.08 0.74
H -0.43156 -1.58880 -1.54021 0.01 -0.02 -0.21
H -1.02810 0.04408 -1.26158 0.57 0.34 -0.37
H -1.42465 -1.77762 0.74021 0.35 -0.13 -0.41
H -0.77010 -0.21119 1.15353 0.07 0.19 0.04
```
Forces are in eV/Å.